The following is a quantum chemistry calculation of 2 unconnected molecules or ions with the total composition C4H8N2OS in a non-equilibrium geometry, from the OMol25 dataset.

Last column: natural (NBO) charge in e.
Atoms and positions in Å:
1 C 0.530 0.704 1.397  -0.652
2 C -0.376 0.205 0.233  0.159
3 C -0.115 0.981 -1.016  -0.583
4 C 0.235 -1.209 -0.150  0.423
5 H 0.138 1.571 1.853  0.210
6 H 0.615 -0.123 2.098  0.227
7 H 1.604 0.943 1.183  0.239
8 H -2.314 1.176 0.370  0.440
9 H -0.760 0.745 -1.798  0.227
10 H -0.249 2.046 -0.868  0.227
11 H 1.180 -1.840 -1.773  0.409
12 H -1.160 -2.210 0.671  0.360
13 N 1.285 -1.096 -1.089  -0.760
14 N -0.360 -2.343 0.059  -0.681
15 O -1.727 -0.109 0.535  -0.645
16 S 1.474 0.561 -1.706  0.399

Computed properties:
* energy above the lowest of the compared OMol25 structures with the same formula, charge and spin: 82.73 kcal/mol
* spin multiplicity: 1
* total charge: 0
* HOMO level: -8.51 eV